(1)
A cluster of 13 separate species, H26O13 in total. Source: OMol25; level of theory: ωB97M-V/def2-TZVPD.

ORCA input file:
```
! RIJCOSX wB97M-V def2-TZVPD def2/J DEFGRID3
* xyz 0 1
O 7.3933 -13.1563 -19.5682
H 7.2392 -12.7412 -20.3743
H 7.2999 -12.4810 -18.8589
O 7.6043 -16.5151 -13.5840
H 8.4146 -16.5409 -13.0672
H 7.6717 -15.6166 -13.9713
O 4.5089 -13.3365 -18.1803
H 4.7744 -12.4360 -17.9414
H 4.2524 -13.4229 -19.1084
O 7.1798 -14.0891 -16.7291
H 6.3197 -13.6607 -16.7849
H 7.6910 -13.7680 -15.9604
O 4.8272 -11.0606 -15.5450
H 4.7165 -11.8880 -15.0869
H 4.6457 -10.2871 -14.9719
O 6.0578 -15.6367 -19.0109
H 6.8037 -15.8239 -18.4146
H 6.3082 -14.7130 -19.0729
O 3.0597 -14.7122 -16.4140
H 3.6581 -14.2795 -17.0429
H 2.5915 -13.9288 -16.1322
O 7.6733 -13.6448 -14.0820
H 6.7140 -13.6381 -14.2408
H 7.8247 -12.7319 -13.8236
O 10.4992 -13.9039 -16.1170
H 10.2643 -13.6374 -16.9726
H 11.4136 -13.6126 -16.0734
O 10.5290 -12.9937 -13.6262
H 11.1376 -12.2834 -13.8395
H 10.2302 -13.2909 -14.5049
O 6.7327 -11.0495 -17.7218
H 7.6191 -10.5844 -17.5847
H 6.2191 -10.8992 -16.9234
O 7.6965 -16.7446 -17.1552
H 7.6867 -15.8486 -16.8889
H 6.8224 -17.0299 -16.8500
O 4.9895 -13.6255 -14.3759
H 4.6345 -13.8328 -13.5286
H 4.9502 -14.4520 -14.8572
*
```

Frontier orbital gap in hartree: 0.34004

(2)
The molecule C6H12N2. Source: OMol25; level of theory: ωB97M-V/def2-TZVPD.

ORCA input file:
```
! RIJCOSX wB97M-V def2-TZVPD def2/J DEFGRID3
* xyz 0 1
C 0.9055 2.4995 0.3936
C 0.1916 1.6570 -0.3978
N -1.0146 1.0721 0.0414
C -1.1478 -0.2551 -0.4656
N -2.0976 -1.1056 0.1436
C 0.4538 -0.7658 -0.3008
C 1.1236 -1.3092 -1.3361
C 0.8478 -1.1239 1.1092
H 0.6348 2.6705 1.4285
H 1.7751 3.0115 -0.0002
H 0.2775 1.7105 -1.4831
H -1.0846 1.0996 1.0536
H -1.3063 -0.2288 -1.5470
H -2.7526 -1.4770 -0.5348
H -2.4556 -0.6871 0.9942
H 1.9355 -2.0142 -1.1862
H 0.8415 -1.1045 -2.3644
H 0.9221 -2.2087 1.2317
H 1.8161 -0.6832 1.3656
H 0.1342 -0.7578 1.8542
*
```

Frontier orbital gap in hartree: 0.33573
SMILES: C=CN[C@H](N)C(=C)C

(3)
A structure of composition C50H33F5N8OPtSe. Source: OMol25; level of theory: ωB97M-V/def2-TZVPD.

ORCA input file:
```
! RIJCOSX wB97M-V def2-TZVPD def2/J DEFGRID3
* xyz 0 5
Pt 0.3873 -0.5010 -0.4437
C -3.5506 -2.5747 -5.3005
C -3.6975 -1.2165 -5.5628
C -3.0117 -0.2627 -4.8157
C -2.1990 -0.7151 -3.7983
C -1.3153 -0.0005 -2.8583
N -0.7548 -0.9248 -2.0208
C -1.1201 -2.1913 -2.3991
N -0.6533 -3.3137 -1.9530
C 0.2453 -3.4132 -0.9488
C 0.9976 -4.6017 -0.6392
C 1.0757 -5.8473 -1.2517
C 1.9394 -6.7811 -0.7078
C 2.7083 -6.4861 0.4277
C 2.6463 -5.2438 1.0328
C 1.7850 -4.2988 0.4871
C 1.4973 -2.9321 0.8342
N 1.9971 -2.2761 1.9018
C 1.9443 -0.9893 2.0378
N 1.5866 -0.0751 1.0817
C 1.7961 1.1952 1.5428
N 1.6608 2.3034 0.8842
C 1.0752 2.3863 -0.3263
N 0.2921 1.4312 -0.9125
C -0.1985 1.8994 -2.0929
N -1.0544 1.2688 -2.9275
C 0.3043 3.2342 -2.2993
C 0.1650 4.1310 -3.3529
C 0.8281 5.3413 -3.2595
C 1.6121 5.6567 -2.1391
C 1.7581 4.7667 -1.0904
C 1.0998 3.5449 -1.1816
C 2.2996 1.1042 2.9255
C 2.6366 2.0754 3.8437
C 3.0632 1.6529 5.1002
C 3.1467 0.2994 5.4108
C 2.8119 -0.6767 4.4755
C 2.3850 -0.2515 3.2356
N 0.5678 -2.4483 -0.0408
C -2.0707 -2.0738 -3.5199
C -2.7307 -3.0244 -4.2689
H -4.0852 -3.2935 -5.9086
H -4.3506 -0.8993 -6.3658
H -3.1020 0.7969 -5.0177
H 0.4880 -6.0666 -2.1342
H 2.0268 -7.7581 -1.1656
H 3.3651 -7.2460 0.8317
H 3.2477 -5.0038 1.9009
H -0.4256 3.8710 -4.2226
H 0.7506 6.0582 -4.0674
H 2.1258 6.6090 -2.1066
H 2.3749 5.0018 -0.2320
H 2.5686 3.1248 3.5845
H 3.3382 2.3870 5.8466
H 3.4779 0.0015 6.3979
H 2.8825 -1.7324 4.7052
H -2.6147 -4.0787 -4.0540
C -1.0964 3.1388 3.0646
C -2.4857 2.8302 2.4957
C -2.4979 2.9355 0.9651
C -2.9740 1.4876 2.9900
C -3.9317 1.4527 3.9725
C -4.4903 0.2491 4.4106
C -4.1239 -0.9558 3.8024
C -3.1619 -1.0075 2.8257
C -2.8455 -2.3359 2.1818
C -2.9286 -2.2615 0.6528
C -1.4728 -2.8386 2.6470
C -2.4584 0.2234 2.4445
O -1.4518 0.2112 1.7046
H -0.7508 4.1119 2.7101
H -0.3876 2.3809 2.7443
H -1.1186 3.1503 4.1566
H -3.1808 3.5780 2.8857
H -1.8075 2.2184 0.5288
H -2.1988 3.9402 0.6584
H -3.4969 2.7387 0.5698
H -4.2807 2.3869 4.3989
H -5.2391 0.2564 5.1929
H -4.6204 -1.8719 4.1009
H -3.6007 -3.0470 2.5251
H -2.1532 -1.6046 0.2692
H -3.8980 -1.8717 0.3323
H -2.7936 -3.2544 0.2182
H -0.7092 -2.1011 2.4096
H -1.2203 -3.7781 2.1495
H -1.4659 -3.0070 3.7259
F 4.5294 4.2422 -3.9293
C 4.0544 3.0749 -3.5090
C 4.4159 2.5900 -2.2651
F 5.2314 3.3070 -1.4900
C 3.9350 1.3672 -1.8438
F 4.3005 0.9273 -0.6415
C 3.0971 0.5907 -2.6450
Se 2.6111 -1.1638 -2.1517
C 2.7176 1.1291 -3.8744
F 1.8855 0.4595 -4.6684
C 3.1949 2.3492 -4.3116
F 2.8440 2.8286 -5.5064
*
```

Frontier orbital gap (alpha / beta) in hartree: 0.18033 / 0.21080

(4)
A structure of composition C30H55N4OP2PdS. Source: OMol25; level of theory: ωB97M-V/def2-TZVPD.

ORCA input file:
```
! RIJCOSX wB97M-V def2-TZVPD def2/J DEFGRID3
* xyz 1 3
C -1.2445 -2.3340 -1.5289
C 0.9339 -1.5056 -1.6470
C -0.8700 -3.4714 -2.2485
C 1.4098 -2.6985 -2.2160
C 0.4757 -3.6873 -2.5277
H -1.6437 -4.1818 -2.5356
H 2.4718 -2.7756 -2.4770
H 0.7939 -4.6118 -3.0152
N -0.3083 -1.4745 -1.1277
P -2.7939 -0.9604 0.3294
P 2.7649 0.3790 -0.1377
C -2.6904 -1.9917 -1.2144
H -3.1229 -1.4292 -2.0605
H -3.2716 -2.9182 -1.1372
C -0.4191 1.3731 1.9274
O 0.1747 2.4262 1.9704
C 1.6795 -0.2033 -1.7890
H 2.4350 -0.3318 -2.5602
C 3.9036 1.6896 -0.8144
C 3.1987 -0.2747 1.5692
C -4.1087 0.3322 0.0286
C -3.2755 -2.2887 1.5904
C 3.1306 3.0157 -0.6583
H 2.9402 3.2452 0.3982
H 3.7328 3.8259 -1.1012
H 2.1573 2.9805 -1.1690
C 5.2736 1.7650 -0.1232
H 5.2158 2.0588 0.9299
H 5.8107 0.8122 -0.2239
H 5.8599 2.5343 -0.6501
C 4.2178 1.4510 -2.2968
H 4.8542 2.2697 -2.6667
H 4.7515 0.5034 -2.4525
H 3.3138 1.4546 -2.9070
C 3.3315 0.9039 2.5534
H 2.3805 1.4475 2.6431
H 3.6056 0.4988 3.5423
H 4.1071 1.6195 2.2549
C 2.0826 -1.2086 2.0830
H 1.1282 -0.6653 2.1830
H 1.9322 -2.0675 1.4128
H 2.3638 -1.5856 3.0807
C 4.4959 -1.0794 1.4141
H 5.3632 -0.4393 1.2189
H 4.6858 -1.6299 2.3480
H 4.4017 -1.8076 0.5949
C -3.7973 -1.6317 2.8779
H -4.1074 -2.4341 3.5648
H -3.0202 -1.0414 3.3790
H -4.6760 -0.9964 2.7059
C -2.0193 -3.1247 1.8933
H -1.6326 -3.6268 0.9959
H -1.2096 -2.5262 2.3308
H -2.2819 -3.9090 2.6196
C -4.3654 -3.2408 1.0533
H -4.7032 -3.8672 1.8918
H -5.2437 -2.7145 0.6646
H -3.9869 -3.9242 0.2842
C -3.8459 0.9867 -1.3408
H -4.0551 0.3085 -2.1776
H -4.5138 1.8553 -1.4428
H -2.8079 1.3511 -1.4202
C -3.9612 1.4238 1.1086
H -2.9483 1.8557 1.1015
H -4.6798 2.2239 0.8812
H -4.1674 1.0496 2.1186
C -5.5131 -0.2725 0.0557
H -5.6466 -1.0363 -0.7227
H -5.7808 -0.6914 1.0337
H -6.2223 0.5425 -0.1525
Pd -0.8628 0.2552 0.2340
N -0.1008 1.3743 -1.1897
C 0.7353 0.9082 -2.0220
C 0.5173 1.5565 -3.4771
C 1.5604 1.2218 -4.5267
C -0.8096 1.0085 -3.9922
C 0.4214 3.0587 -3.2599
H 2.4650 1.8234 -4.4226
H 1.8027 0.1538 -4.5337
H 1.1648 1.4634 -5.5221
H -1.6040 1.2322 -3.2712
H -1.0734 1.4750 -4.9498
H -0.7336 -0.0781 -4.1395
H 0.0002 3.5674 -4.1294
H -0.2405 3.2466 -2.4010
H 1.4094 3.4909 -3.0681
N 0.2342 0.1823 5.8081
C 0.1355 0.9921 4.7543
N 0.8488 2.1198 4.6984
S -0.9865 0.5263 3.4869
H 0.8548 0.3905 6.5836
H -0.3449 -0.6504 5.8526
H 0.7240 2.7660 3.9139
H 1.4380 2.3909 5.4825
*
```

Frontier orbital gap (alpha / beta) in hartree: 0.17955 / 0.18592

(5)
A cluster of 2 separate species, C6H10NO in total. Source: OMol25; level of theory: ωB97M-V/def2-TZVPD.

ORCA input file:
```
! RIJCOSX wB97M-V def2-TZVPD def2/J DEFGRID3
* xyz -1 1
C 1.8148 -0.9411 -0.2209
C 0.5549 1.9476 -0.6565
C 1.3348 -1.4359 0.8906
C -0.5438 1.2902 -0.2694
C 0.7602 -2.1242 1.8398
C -1.4058 0.6919 -1.4224
N -0.7027 0.7357 0.9007
O -2.1850 0.2602 1.3106
H 2.6429 -1.3108 -0.7715
H 1.4239 0.0648 -0.5993
H 1.2752 2.4334 0.0310
H 0.5596 2.2322 -1.7732
H -1.8471 -0.6105 1.6960
H 0.1051 -2.9599 1.5112
H 0.9939 -2.0075 2.8703
H -2.4228 1.1391 -1.4051
H -1.3482 -0.4447 -1.4332
H -1.0098 1.0393 -2.4988
*
```

Frontier orbital gap in hartree: 0.22202

Number 1: maximum force 2.79 eV/Å. Number 2: maximum force 4.35 eV/Å. Number 3: maximum force 0.72 eV/Å. Number 4: maximum force 3.04 eV/Å. Number 5: maximum force 4.10 eV/Å.